[1]
The following is a DFT calculation (ωB97M-V/def2-TZVPD) of C15H18N2O5S in the gas phase at a distorted geometry.

Output
multiplicity	1
LUMO	0.61	eV
SMILES	Cc1cc(C)cc(N(CC(=O)O)S(=O)(=O)c2c(C)noc2C)c1
ΔE to the lowest compared entry with this formula, charge and spin	2.648	eV
highest occupied orbital energy	-0.322	Eh

Each line ends with the Mulliken charge.
CARTESIAN COORDINATES (ANGSTROEM)
C  0.04495  -2.52581  -3.69592  -1.7225
C  -0.35201  -2.17087  -2.29479  0.5860
C  0.58112  -1.64209  -1.41368  -0.7363
C  0.20811  -1.32737  -0.11276  -0.1873
C  -1.09530  -1.56173  0.31179  -0.3659
C  -2.04410  -2.06219  -0.56711  0.7680
C  -1.65944  -2.36169  -1.86709  -0.8339
H  -2.38994  -2.75334  -2.56005  0.4361
C  -3.46273  -2.24498  -0.12188  -1.7218
H  -3.50416  -2.54982  0.92122  0.3628
H  -4.00211  -1.30219  -0.22251  0.2867
H  -3.96891  -2.99103  -0.72918  0.4649
H  -1.34836  -1.34744  1.33827  0.9933
N  1.07794  -0.74459  0.81540  0.1451
S  0.61704  0.73245  1.49755  1.5072
O  1.70467  1.64285  1.26470  -0.6942
O  0.23236  0.51103  2.85829  -0.7505
C  -0.79371  1.26778  0.57804  1.0503
C  -0.78775  1.77271  -0.69953  0.0821
O  -2.03546  2.11330  -1.02744  -0.1822
N  -2.87044  1.85525  0.01235  -0.6738
C  -2.15901  1.35542  0.98508  0.2062
C  -2.75114  0.96852  2.28664  -1.3464
H  -1.96049  0.81435  3.01534  0.3214
H  -3.32518  0.05031  2.17382  0.2144
H  -3.43148  1.74610  2.62465  0.4710
C  0.29731  1.97378  -1.67671  -1.0902
H  0.00974  2.73619  -2.39570  0.4574
H  1.20858  2.25741  -1.15696  0.3159
H  0.49970  1.04399  -2.20784  0.1334
C  2.50637  -0.92535  0.77458  -0.8841
C  3.23052  0.16020  -0.01341  0.7019
O  2.91417  0.54263  -1.10881  -0.5614
O  4.32048  0.57632  0.62055  -0.4763
H  4.74538  1.30216  0.13576  0.3825
H  2.72667  -1.89944  0.32954  0.4757
H  2.87834  -0.90323  1.80229  0.3790
H  1.58975  -1.45149  -1.74605  0.3839
H  -0.73155  -2.23734  -4.40108  0.4076
H  0.97477  -2.03573  -3.97274  0.3507
H  0.18865  -3.60318  -3.78028  0.3433

***

[2]
The following is a DFT calculation (ωB97M-V/def2-TZVPD) of a gas-phase ion, C15H18N3O2S (charge +1) at a distorted geometry.

Output
multiplicity	1
LUMO	-3.25	eV
total charge	+1
SMILES	COc1cc[n+]2c(c1)CS[C@]2(N)Nc1ccccc1OC
highest occupied orbital energy	-0.408	Eh

Each line ends with the Mulliken charge.
CARTESIAN COORDINATES (ANGSTROEM)
C  -5.93142  -1.37054  -0.97432  -0.8169
H  -6.98099  -1.12747  -1.12640  0.2402
H  -5.84608  -2.16231  -0.22718  0.3626
H  -5.49325  -1.69761  -1.91953  0.3618
O  -5.32782  -0.16787  -0.51819  -0.4112
C  -4.04663  -0.12354  -0.24012  0.9857
C  -3.53316  1.11175  0.20051  -0.6909
C  -2.20227  1.23880  0.50994  0.3933
N  -1.37890  0.18288  0.39118  0.0892
C  -1.82800  -1.01155  -0.02157  -0.4598
C  -3.14046  -1.20291  -0.34692  -0.5644
H  -3.46312  -2.17497  -0.67960  0.4990
H  -1.08574  -1.79255  -0.08437  0.3303
H  0.80578  0.39774  -1.08414  0.3450
C  -1.56319  2.49228  0.98338  -0.7147
H  -1.88190  2.73716  1.99975  0.3253
H  -1.80239  3.33629  0.33605  0.4569
S  0.23677  2.22583  0.95385  -0.1669
C  0.05455  0.30511  0.77941  0.0499
N  0.83273  -0.21236  -0.27137  -0.1266
C  2.18250  -0.61028  -0.03944  0.0672
C  2.47803  -1.79182  0.62040  -0.0187
C  3.79787  -2.17222  0.80380  -0.8302
C  4.81551  -1.37558  0.31369  -0.7574
C  4.53222  -0.20269  -0.36762  -0.5729
C  3.21487  0.19402  -0.55137  0.4513
O  2.80638  1.31752  -1.20362  -0.3546
C  3.78632  2.16974  -1.75736  -0.9418
H  4.38009  1.65279  -2.51582  0.3803
H  4.44437  2.57268  -0.98326  0.3908
H  3.23505  2.98532  -2.22150  0.2486
H  5.34295  0.39784  -0.74610  0.4311
H  5.84445  -1.66741  0.45262  0.3892
H  4.02450  -3.09101  1.32000  0.4068
H  1.67422  -2.41973  0.97313  0.5215
N  0.22475  -0.38274  1.98900  -0.4721
H  -0.20626  0.07406  2.78139  0.2952
H  1.19767  -0.58853  2.18314  0.3429
H  -4.20003  1.95389  0.28857  0.5351

***

[3]
The following is a DFT calculation (ωB97M-V/def2-TZVPD) of a molecular structure, C15H18N3RuS7 at a distorted geometry.

Output
multiplicity	5
LUMO (alpha / beta)	-9.36 / -11.32	eV
total charge	+3
ΔE to the lowest compared entry with this formula, charge and spin	0.000	eV
<S²>	6.073
highest occupied orbital energy (alpha / beta)	-0.586 / -0.610	Eh

Each line ends with the Mulliken charge.
CARTESIAN COORDINATES (ANGSTROEM)
Ru  1.15828  -0.07593  -0.47705  0.6115
S  3.39116  0.30542  -0.62059  -0.2132
C  2.69804  1.88114  -0.20642  0.7522
N  1.39991  2.01065  -0.54516  -0.3953
C  0.97220  3.33234  -0.34721  0.0040
C  -0.20183  3.89766  -0.88482  -0.2941
C  -0.44675  5.24246  -0.64097  -0.6458
C  0.48604  6.08155  0.01937  -0.7883
C  1.65548  5.50797  0.48228  -0.3418
C  1.90866  4.16057  0.31500  0.4326
S  3.42875  3.28067  0.50422  -0.0241
H  -0.83924  3.26226  -1.50327  0.6181
H  -1.34485  5.72256  -1.08485  0.3797
H  0.29328  7.11091  0.06666  0.5021
H  2.39840  6.12295  0.91470  0.4506
N  -4.03171  0.49750  0.29785  -0.0969
C  -3.13688  1.69470  -0.06330  -0.5616
C  -1.71835  1.28451  0.30088  0.0333
N  -1.23637  0.04923  -0.39331  0.0927
C  -2.05822  -1.07204  0.04341  -0.7857
C  -3.53628  -0.81079  -0.25738  -0.9884
H  -4.98779  0.63934  -0.02416  0.3650
H  -4.04254  0.43194  1.31838  0.3971
H  -3.63722  2.55295  0.43327  0.3776
H  -3.13611  1.76434  -1.18865  0.3445
H  -1.61006  1.08656  1.36035  0.4503
H  -1.04420  2.15825  0.09583  -0.5708
H  -1.33071  0.07959  -1.41846  0.4011
H  -1.90720  -1.25133  1.12068  0.4483
H  -1.82276  -2.01064  -0.42994  0.4216
H  -4.19289  -1.58639  0.09793  0.4653
H  -3.60171  -0.71178  -1.34154  0.4281
C  1.01118  -6.97935  0.83750  -1.0011
S  0.78816  -5.18910  1.14869  0.1147
C  2.34861  -4.63514  0.65402  -0.0604
C  2.47154  -3.34455  0.07074  0.5766
S  1.11274  -2.40295  -0.19042  -0.2125
S  4.05169  -3.06220  -0.51605  0.0051
C  4.91287  -4.51055  -0.16907  -0.0046
S  6.44662  -4.88520  -0.60785  0.0754
S  3.85137  -5.66292  0.69654  0.1029
H  0.04471  -7.39771  0.61626  0.3825
H  1.53550  -7.49561  1.66511  0.3704
H  1.49845  -7.07385  -0.14921  0.3815

***

[4]
The following is a DFT calculation (ωB97M-V/def2-TZVPD) of C15H18N4O6S in the gas phase at a distorted geometry.

Output
multiplicity	1
LUMO	-0.71	eV
ΔE to the lowest compared entry with this formula, charge and spin	1.634	eV
highest occupied orbital energy	-0.329	Eh

Each line ends with the Mulliken charge.
CARTESIAN COORDINATES (ANGSTROEM)
C  -8.37370  -0.56120  -1.56564  -1.3169
C  -6.94192  -0.15846  -1.24940  -0.0734
O  -6.55100  -0.81124  -0.05822  -0.3351
C  -5.18570  -0.73972  0.24118  -0.5120
C  -4.73266  0.64859  0.74092  -0.4526
C  -3.30440  0.61879  1.12169  0.5044
N  -2.86391  0.75028  2.32017  -0.4515
N  -1.54405  0.66294  2.43365  -0.4786
C  -0.95631  0.45354  1.30354  0.2335
N  0.40234  0.33472  1.17611  0.0159
C  0.99352  0.04989  -0.02471  0.3992
O  0.38314  0.01743  -1.06578  -0.7115
C  2.48981  -0.06710  0.04324  -0.0593
C  3.26278  1.07404  -0.13262  -0.6874
C  4.64939  1.00068  -0.17129  0.8956
C  5.29194  -0.26427  -0.03663  1.0413
C  4.52006  -1.39475  0.13180  -0.2801
C  3.12771  -1.29374  0.17302  -0.9095
N  2.35250  -2.47914  0.36336  1.0783
O  1.16031  -2.33767  0.56483  -0.5919
O  2.92467  -3.54710  0.33176  -0.6613
H  4.95342  -2.37649  0.23497  0.6183
O  6.63781  -0.23828  -0.08879  -0.4423
C  7.33726  -1.45959  0.01424  -0.9168
H  8.39060  -1.19885  -0.06680  0.2306
H  7.15557  -1.94407  0.97804  0.3613
H  7.06786  -2.14366  -0.79551  0.3673
O  5.47368  2.04637  -0.33310  -0.4397
C  4.92651  3.33600  -0.50149  -0.8968
H  4.29161  3.38776  -1.39050  0.3677
H  5.78040  3.99882  -0.62788  0.2336
H  4.35381  3.64574  0.37756  0.3618
H  2.76113  2.02032  -0.25337  0.5311
H  0.92439  0.29927  2.04019  0.2709
S  -2.02780  0.35224  -0.06722  -0.0845
H  -4.88220  1.38477  -0.05200  0.2953
H  -5.32644  0.93087  1.61094  0.2500
H  -4.58096  -1.02080  -0.63578  0.4036
H  -5.02384  -1.47527  1.03349  0.2899
H  -6.88035  0.93357  -1.13080  0.2567
H  -6.27065  -0.45213  -2.07153  0.2732
H  -8.70657  -0.06934  -2.47537  0.3839
H  -9.02461  -0.27590  -0.74426  0.3186
H  -8.43517  -1.63787  -1.69602  0.3192

***

| no. | M (g/mol) |
| --- | --- |
| 1 | 338.4 |
| 2 | 304.4 |
| 3 | 565.9 |
| 4 | 382.4 |